# 1
# C5H18N2O2S

A cluster of 3 separate species, C5H18N2O2S in total in a non-equilibrium geometry (ωB97M-V/def2-TZVPD, the OMol25 dataset).

2S+1: 1
Charge: 0

The geometry in XYZ format:
```
28
Properties=species:S:1:pos:R:3:forces:R:3
C 1.2410 1.2978 0.2659 -0.376 -1.553 -0.591
N 0.0060 0.6971 0.7265 -0.013 0.889 0.023
C 0.1033 -0.2636 1.7894 -1.499 -0.334 -0.054
C -1.2951 -0.4727 2.4628 0.400 -0.066 -0.883
S -2.3676 0.9878 2.6051 0.119 0.004 0.872
C 0.5571 -1.6749 1.3473 -0.025 0.764 0.757
C 1.1224 1.8731 -1.1670 -0.948 -0.401 1.254
N 0.3226 1.0416 -2.0544 1.480 0.554 -0.048
H 1.5839 2.0393 0.9834 0.211 0.247 -0.063
H 1.9720 0.4746 0.2360 0.533 0.253 0.010
H -0.7286 0.6025 0.0404 0.255 -0.359 0.039
H 0.7636 0.1600 2.5478 0.211 -0.072 -0.023
H -1.1183 -0.9724 3.4154 -0.335 0.456 0.269
H -1.8612 -1.1949 1.8767 0.049 -0.061 -0.143
H -2.4694 1.2992 1.3110 0.122 -0.175 -0.073
H 1.3939 -1.5828 0.6728 0.329 -0.243 -0.049
H -0.2627 -2.1976 0.8613 0.061 -0.012 -0.201
H 0.8524 -2.2348 2.2371 0.127 -0.189 -0.164
H 0.5360 2.7715 -1.0208 0.362 0.675 -0.359
H 2.1380 2.0532 -1.5193 -0.126 0.290 -0.241
H -0.5173 1.4832 -2.3593 -0.135 -0.217 0.005
H 0.3948 0.0541 -1.9005 -0.601 -0.233 -0.233
H -1.8333 0.4897 -2.5306 -0.169 -0.304 -0.295
H -3.0637 -0.3138 -3.0521 0.165 0.077 -0.150
O -2.6328 0.0310 -2.2671 -0.249 -0.022 0.461
H 1.8280 -1.6293 -1.2530 0.114 -0.060 -0.007
H 1.9470 -2.4890 -2.5111 -0.011 0.025 -0.002
O 1.3878 -2.3299 -1.7437 -0.052 0.068 -0.112
```
Forces are in eV/Å.

---

# 2
# C10H14IPS

A cluster of 2 separate species, C10H14IPS in total in a non-equilibrium geometry (ωB97M-V/def2-TZVPD, the OMol25 dataset).

2S+1: 1
Charge: 0

The geometry in XYZ format:
```
27
Properties=species:S:1:pos:R:3:forces:R:3
C 0.6693 1.2469 -2.3336 2.067 -0.449 -1.203
C 1.1711 1.7910 -1.1476 0.250 0.608 0.344
C -0.6242 0.8075 -2.4021 -2.158 0.961 2.113
C 0.3303 2.0482 -0.0689 -0.234 -1.438 0.783
C -1.5251 1.1270 -1.2857 2.603 -0.173 -1.490
C -1.0364 1.7061 -0.1095 1.276 -0.560 -3.461
C -0.0640 -2.3142 0.1075 -1.985 -1.038 -0.219
C 1.0222 -0.9387 1.8700 0.835 -0.254 -0.792
C 2.3922 -2.4609 0.4130 -0.663 0.281 -1.649
C 1.2273 -1.9058 0.7467 -0.685 -0.770 0.874
P -1.9947 2.2418 1.2184 -1.105 0.184 2.392
S -3.2131 0.5117 1.5621 -0.026 0.048 -0.062
I -3.4377 3.7927 0.0162 -0.315 0.086 -0.015
H 1.4085 1.0991 -3.2226 -1.530 0.196 1.716
H 2.2377 2.0309 -1.0832 -0.445 -0.082 0.041
H -1.0133 0.3068 -3.2734 -0.097 0.041 -0.113
H 0.6402 2.2058 0.9709 0.706 0.799 -0.679
H -2.5650 1.0031 -1.4111 -1.041 -0.500 -0.117
H -0.8884 -1.5318 0.0321 1.253 -0.654 0.394
H 0.0803 -2.6720 -0.9182 0.061 -0.108 0.150
H -0.5472 -3.2136 0.7012 0.977 1.743 -0.991
H 1.8234 -0.9672 2.5557 1.322 0.194 0.643
H 0.1679 -1.0826 2.4864 -1.191 -0.110 -0.026
H 1.0257 0.0005 1.3371 -0.340 0.656 0.421
H 3.3147 -2.2911 0.9451 0.088 0.086 0.000
H -3.0064 0.3964 2.8930 0.049 0.324 -0.284
H 2.4047 -2.9377 -0.5996 0.329 -0.070 1.230
```
Forces are in eV/Å.

---

# 3
# C24H40AuBF6N6P

A structure of composition C24H40AuBF6N6P in a non-equilibrium geometry (ωB97M-V/def2-TZVPD, the OMol25 dataset).

Expectation value of S²: 0.7596
2S+1: 2
Charge: +2

The geometry in XYZ format:
```
79
Properties=species:S:1:pos:R:3:forces:R:3
Au -0.1420 -0.0715 -0.1300 0.860 1.780 -0.534
C 1.2275 4.8513 1.8836 0.363 -0.069 0.306
C 0.6049 3.9662 0.8758 -1.182 0.405 -1.545
C -0.1958 4.3431 -0.2608 1.245 0.378 1.930
C -0.5139 3.1970 -0.9382 0.223 -1.525 0.355
N 0.0740 2.1744 -0.2587 0.051 -1.742 0.085
N 0.7355 2.6257 0.8612 -0.482 0.226 -0.232
B 1.6139 1.6921 1.7444 0.021 0.747 -0.253
N 0.7111 0.7599 2.6887 0.653 0.964 1.685
N 0.0889 -0.2384 2.2434 -1.356 -1.713 0.843
C -0.4852 -0.9418 3.3749 0.164 0.030 -1.279
C -0.1556 -0.2719 4.5441 0.119 0.220 -0.481
C 0.5929 0.7899 4.1487 0.578 0.734 -0.453
C 1.2451 1.8236 4.9701 0.155 0.197 -0.184
C -1.2550 -2.1743 3.2176 -0.279 -0.496 -0.045
C -0.6578 -3.2390 4.1808 -0.046 0.080 -0.105
C -1.2442 -2.7230 1.7819 0.053 0.234 -0.034
C -2.7160 -1.8448 3.6803 0.233 -0.137 -0.023
N 2.4377 0.7835 0.8206 0.293 -0.427 -0.241
N 1.8360 -0.0570 -0.0706 -1.204 0.947 1.018
C 2.7247 -0.7339 -0.7757 0.043 -0.346 -0.485
C 3.9803 -0.3297 -0.3324 0.348 0.033 0.027
C 3.7777 0.6203 0.6594 -0.043 0.083 0.137
C 4.7974 1.3729 1.4570 -0.172 -0.031 -0.035
C 2.2831 -1.7210 -1.8224 0.257 0.037 0.183
C 0.7497 -1.7459 -1.8853 0.031 0.355 -0.109
C 2.8450 -1.2966 -3.1879 -0.157 0.067 -0.102
C 2.8089 -3.1155 -1.4492 -0.117 -0.077 0.039
C -1.3020 3.0310 -2.2066 -0.160 -0.147 0.038
C -1.1239 1.6294 -2.8100 0.139 -0.057 0.228
C -2.7881 3.2886 -1.8690 0.158 0.131 -0.051
C -0.8062 4.0768 -3.2140 -0.007 -0.005 -0.099
H 0.9167 5.8782 1.7148 -0.009 0.006 0.022
H 2.3216 4.8048 1.8184 -0.183 0.065 0.011
H 0.9461 4.5591 2.9007 0.001 0.107 -0.146
H -0.4604 5.3535 -0.5461 0.129 -0.176 0.100
H 2.3242 2.3552 2.4407 -0.116 -0.193 -0.090
H -0.4205 -0.5377 5.5577 0.031 0.047 -0.175
H 0.9609 1.6955 6.0113 0.004 0.014 -0.005
H 0.9624 2.8306 4.6422 0.045 -0.133 0.035
H 2.3370 1.7473 4.8908 -0.139 0.033 -0.003
H 0.3459 -3.5482 3.8685 -0.167 0.070 0.014
H -1.3164 -4.1078 4.1540 0.075 0.001 0.047
H -0.6074 -2.8791 5.2101 -0.043 -0.053 -0.072
H -0.2201 -2.8027 1.3870 -0.151 -0.064 0.154
H -1.8543 -2.1141 1.1087 0.057 -0.058 0.104
H -1.6730 -3.7236 1.7774 -0.007 -0.010 0.013
H -2.7378 -1.5904 4.7425 -0.002 -0.077 -0.086
H -3.3161 -2.7418 3.5139 0.006 0.070 0.061
H -3.1571 -1.0292 3.1099 0.070 -0.028 -0.032
H 4.9361 -0.6851 -0.6966 -0.180 0.082 0.085
H 5.7918 1.0605 1.1498 0.007 -0.012 -0.008
H 4.6969 1.1797 2.5278 -0.031 -0.014 -0.102
H 4.7164 2.4512 1.2985 -0.046 -0.109 -0.021
H 0.3409 -0.7577 -2.1807 0.193 -0.263 -0.504
H 0.3105 -2.0792 -0.9176 0.027 -0.479 0.050
H 0.3980 -2.4545 -2.6354 -0.268 0.004 0.134
H 2.4832 -0.3053 -3.4835 0.053 -0.129 0.052
H 2.5323 -2.0170 -3.9481 0.054 0.071 0.041
H 3.9358 -1.2736 -3.1722 -0.069 -0.019 0.020
H 2.4229 -3.4468 -0.4779 0.060 0.054 -0.130
H 3.8993 -3.1248 -1.4063 -0.070 0.008 -0.011
H 2.4935 -3.8367 -2.2081 0.055 0.045 0.084
H -1.6198 0.8556 -2.2129 0.022 0.200 -0.164
H -0.0583 1.3803 -2.9223 -0.145 0.105 -0.074
H -1.5803 1.5986 -3.7980 -0.008 0.024 -0.013
H -3.1417 2.6747 -1.0400 0.136 0.104 -0.081
H -3.3978 3.0518 -2.7416 -0.012 0.067 0.016
H -2.9363 4.3410 -1.6139 -0.020 -0.082 -0.026
H 0.2412 3.9151 -3.4925 -0.139 0.002 0.075
H -0.9120 5.0951 -2.8309 -0.003 -0.122 -0.056
H -1.4146 3.9920 -4.1150 0.040 0.087 -0.019
F -2.0864 -0.1755 -0.2298 0.521 0.103 0.154
P -4.1986 -0.2713 -0.3702 -1.938 0.066 -0.026
F -4.0383 -1.1468 0.9370 0.363 -0.060 0.170
F -3.9787 0.6186 -1.6473 0.332 0.025 -0.104
F -5.7363 -0.3441 -0.4492 -0.102 -0.013 0.006
F -3.8643 -1.5416 -1.2265 0.423 -0.202 -0.070
F -4.0923 1.0266 0.5293 0.360 -0.041 -0.014
```
Forces are in eV/Å.

---

# 4
# C7H10NO

A cluster of 2 separate species, C7H10NO in total in a non-equilibrium geometry (ωB97M-V/def2-TZVPD, the OMol25 dataset).

Expectation value of S²: 2.0074
2S+1: 3
Charge: +1

The geometry in XYZ format:
```
19
Properties=species:S:1:pos:R:3:forces:R:3
C -1.8013 0.0782 1.1857 -3.342 0.205 2.518
C -0.7921 0.9238 0.8374 1.655 3.946 3.419
C -2.2482 -0.8964 0.3300 -2.378 -2.184 0.333
C -0.0251 0.8439 -0.3097 0.938 0.129 -1.070
C -0.4365 -0.2772 -1.0306 1.907 0.205 -1.750
C 0.9441 1.8945 -0.7307 1.599 -1.534 0.488
C -0.8059 -1.2943 -2.0357 -1.022 0.591 0.741
N -1.4998 -1.0042 -0.7381 0.245 -1.833 -2.920
O 1.8128 -1.3254 1.3592 0.092 0.135 -0.524
H -2.5088 0.2653 2.0755 1.672 -0.178 -1.244
H -0.5607 1.7559 1.5868 -0.268 -1.237 -1.303
H -3.1130 -1.5961 0.3740 0.666 0.941 0.580
H 0.3723 2.7692 -0.7589 -0.758 1.719 -0.262
H 1.7279 2.0688 0.0232 -0.561 -0.127 0.451
H 1.5875 1.7722 -1.6125 -1.005 -0.436 -0.181
H -0.3479 -2.2524 -2.0531 0.757 -0.574 0.065
H 1.1379 -1.5898 1.9684 -0.786 0.119 0.753
H -1.3203 -1.0407 -2.9605 -0.009 0.317 0.206
H 2.2867 -2.1514 1.2713 0.600 -0.205 -0.301
```
Forces are in eV/Å.

---

| no. | DFT total energy (Ha) |
| --- | --- |
| 1 | -859.43435 |
| 2 | -1426.64486 |
| 3 | -2367.71235 |
| 4 | -402.23057 |